Density functional theory data (ωB97M-V/def2-TZVPD) for an isolated molecule of C3H5NO2.

Geometry as XYZ:
```
11
Properties=species:S:1:pos:R:3
O 1.687 1.341 0.172
C 0.732 0.633 -0.020
N 0.588 -0.541 0.712
C -0.543 -1.312 0.952
O -0.485 -2.362 1.526
C -0.291 0.912 -1.084
H 1.353 -0.752 1.341
H -1.473 -0.876 0.570
H -0.328 1.973 -1.283
H 0.039 0.458 -2.020
H -1.279 0.526 -0.867
```

## Properties
* Kohn-Sham gap: 11.24 eV
* strongest force on any atom: 0.012 Eh/bohr
* SMILES: CC(=O)NC=O
* energy: -322.56849 Ha
* multiplicity: 1
* LUMO energy: 0.77 eV


Density functional theory data (ωB97M-V/def2-TZVPD) for the ion C5H7NO6 with charge -2 in a non-equilibrium geometry.

Geometry as XYZ:
```
19
Properties=species:S:1:pos:R:3
C 1.742 -0.098 0.887
C -1.918 -0.039 -0.440
C -1.139 0.017 -1.712
C 0.422 0.083 0.046
C -0.908 0.185 0.768
N 0.259 -0.015 -1.204
O 2.871 0.074 0.001
O 1.156 -0.155 -2.185
O 1.744 -1.174 1.499
O 2.053 1.022 1.934
O -0.945 -1.125 1.666
O -1.106 1.331 1.361
H -2.818 0.716 -0.481
H -2.268 -1.028 -0.485
H -1.302 -0.879 -2.412
H -1.344 0.888 -2.265
H 2.370 0.262 -0.900
H 0.019 -1.257 1.700
H 1.111 1.193 2.221
```

## Properties
* charge: -2
* Kohn-Sham gap: 6.98 eV
* strongest force on any atom: 0.066 Eh/bohr
* SMILES: [O-][N+]1=C(C([O-])(O)O)[C@]([O-])(O)CC1
* energy: -700.79017 Ha
* multiplicity: 1
* LUMO energy: 6.41 eV


Density functional theory data (ωB97M-V/def2-TZVPD) for a structure of composition C40H60N2P3PdSSi.

Geometry as XYZ:
```
108
Properties=species:S:1:pos:R:3
Pd 0.146 -0.427 -0.717
C -3.881 4.191 0.633
C -3.523 2.708 0.599
C -3.945 2.039 1.904
P -1.824 2.051 0.145
C -1.492 3.009 -1.433
C -0.706 2.205 -2.484
C -0.883 4.408 -1.339
C -0.726 2.748 1.476
C -0.683 4.092 1.835
C 0.131 4.550 2.866
C 0.912 3.644 3.563
C 0.868 2.298 3.223
C 0.073 1.820 2.180
Si 0.141 0.022 1.532
C -1.439 -0.757 2.269
C -1.960 -0.432 3.521
C -3.172 -0.932 3.967
C -3.899 -1.779 3.144
C -3.396 -2.123 1.897
C -2.172 -1.626 1.447
P -1.409 -2.086 -0.197
C -2.877 -2.854 -1.055
C -3.864 -1.750 -1.421
C -2.434 -3.588 -2.317
C -0.424 -3.551 0.406
C 0.654 -3.972 -0.586
C -1.230 -4.747 0.898
C 1.621 -0.835 2.366
C 1.639 -1.343 3.662
C 2.706 -2.081 4.153
C 3.795 -2.316 3.331
C 3.798 -1.832 2.029
C 2.716 -1.116 1.516
P 2.660 -0.487 -0.261
C 4.317 -1.131 -0.899
C 4.205 -2.634 -1.150
C 4.641 -0.458 -2.231
C 3.093 1.288 0.149
C 4.494 1.544 0.687
C 2.728 2.254 -0.968
H -4.964 4.306 0.757
H -3.605 4.719 -0.281
H -3.415 4.698 1.477
H -4.115 2.253 -0.209
H -3.354 2.423 2.740
H -3.806 0.958 1.879
H -4.998 2.251 2.116
H -2.518 3.112 -1.810
H 0.211 2.729 -2.762
H -1.288 2.099 -3.399
H -0.386 1.196 -2.175
H 0.109 4.359 -0.884
H -1.477 5.105 -0.753
H -0.765 4.832 -2.341
H -1.277 4.810 1.292
H 0.152 5.606 3.111
H 1.558 3.979 4.367
H 1.488 1.597 3.774
H -1.413 0.261 4.155
H -3.557 -0.647 4.941
H -4.858 -2.171 3.465
H -3.981 -2.790 1.277
H -3.365 -3.579 -0.395
H -3.365 -0.986 -2.026
H -4.277 -1.242 -0.548
H -4.693 -2.160 -2.006
H -1.784 -2.963 -2.934
H -3.310 -3.869 -2.912
H -1.883 -4.504 -2.097
H 0.089 -3.116 1.273
H 0.232 -4.418 -1.491
H 1.306 -4.722 -0.124
H 1.265 -3.124 -0.894
H -1.740 -5.256 0.075
H -1.982 -4.460 1.634
H -0.569 -5.482 1.366
H 0.787 -1.160 4.310
H 2.684 -2.465 5.167
H 4.646 -2.885 3.689
H 4.666 -2.036 1.419
H 5.132 -0.915 -0.201
H 3.433 -2.822 -1.901
H 3.934 -3.208 -0.264
H 5.151 -3.028 -1.536
H 3.792 -0.558 -2.917
H 5.496 -0.947 -2.707
H 4.876 0.602 -2.131
H 2.399 1.492 0.969
H 5.267 1.423 -0.079
H 4.741 0.876 1.515
H 4.569 2.571 1.057
H 3.416 2.189 -1.816
H 2.758 3.286 -0.603
H 1.719 2.048 -1.328
C -1.727 -0.416 -5.356
N -0.411 0.178 -5.319
C -0.042 1.386 -5.885
C 1.222 1.647 -5.493
N 1.617 0.592 -4.697
C 0.610 -0.325 -4.567
S 0.628 -1.706 -3.640
H -2.232 -0.097 -6.266
H -2.304 -0.117 -4.478
H -1.620 -1.499 -5.343
H -0.711 1.947 -6.511
H 1.867 2.477 -5.715
H 2.464 0.502 -4.161
```

## Properties
* charge: -1
* Kohn-Sham gap: 3.94 eV
* strongest force on any atom: 0.015 Eh/bohr
* energy: -3509.42119 Ha
* multiplicity: 1
* LUMO energy: 2.48 eV


Density functional theory data (ωB97M-V/def2-TZVPD) for a cluster of 10 separate species, C44H60NO22 in total in a non-equilibrium geometry.

Geometry as XYZ:
```
127
Properties=species:S:1:pos:R:3
C -0.833 -0.017 -1.161
N 0.074 -1.227 -0.952
C 1.360 -0.540 -0.594
C -0.346 -2.034 0.222
C 0.138 -2.070 -2.204
C 1.026 -3.368 -2.103
O 0.992 -3.943 -3.417
H -1.832 -0.308 -1.370
H -0.361 0.646 -2.003
H -0.966 0.591 -0.382
H 2.280 -1.242 -0.468
H 1.338 -0.202 0.342
H 1.713 0.246 -1.258
H -0.320 -1.587 1.118
H 0.089 -2.889 0.532
H -1.270 -2.451 0.154
H 0.719 -1.461 -3.054
H -0.937 -2.190 -2.431
H 0.506 -4.052 -1.550
H 2.064 -3.144 -1.589
H 1.221 -4.895 -3.396
C 3.480 -0.359 6.229
C 3.173 -0.300 4.748
C 4.102 0.346 3.755
O 3.808 0.542 2.580
C 5.356 0.738 4.241
C 5.752 0.683 5.763
C 4.786 0.225 6.717
O 4.894 0.198 7.970
O 6.980 1.012 6.263
O 1.919 -0.641 4.248
H 2.610 -0.762 6.853
H 6.272 0.577 3.530
H 7.435 1.319 5.563
H 1.938 -0.544 3.244
C 4.531 3.434 1.668
C 3.868 4.335 2.769
C 2.460 4.501 2.743
O 1.878 5.088 3.592
C 1.715 3.921 1.675
C 2.365 3.169 0.550
C 3.873 2.964 0.456
O 4.416 2.498 -0.475
O 1.692 2.659 -0.469
O 4.501 4.544 3.917
H 5.551 3.340 1.693
H 0.623 3.956 1.660
H 0.686 2.919 -0.653
H 3.868 4.801 4.527
C -4.930 0.979 -4.630
C -6.445 1.284 -4.549
C -7.084 1.548 -3.196
O -8.175 2.075 -3.133
C -6.418 1.034 -2.055
C -4.851 0.622 -2.075
C -4.122 0.723 -3.393
O -2.945 0.765 -3.374
O -4.325 0.053 -1.007
O -7.214 1.585 -5.610
H -4.332 0.982 -5.544
H -6.874 0.921 -1.105
H -5.053 -0.391 -0.509
H -7.914 2.162 -5.211
C -0.485 -2.979 -6.001
C -1.796 -2.943 -5.184
C -2.500 -4.148 -4.657
O -3.361 -3.966 -3.781
C -1.985 -5.428 -5.012
C -0.665 -5.575 -5.798
C 0.056 -4.341 -6.275
O 0.955 -4.501 -7.059
O -0.206 -6.722 -6.270
O -2.320 -1.713 -4.913
H -0.102 -2.086 -6.479
H -2.459 -6.269 -5.054
H -0.844 -7.368 -5.920
H -3.224 -1.817 -4.849
C 4.685 1.572 -3.601
C 3.380 1.734 -4.224
O 2.474 1.073 -3.833
C 3.084 2.876 -5.155
H 4.937 0.820 -3.004
H 4.733 2.441 -2.906
H 5.363 1.652 -4.425
H 3.413 3.606 -4.588
H 1.979 3.037 -5.051
H 3.638 2.812 -6.060
C -1.872 2.686 3.572
C -1.725 1.789 2.413
O -0.712 1.037 2.510
C -2.907 1.463 1.560
H -2.820 3.213 3.248
H -1.135 3.524 3.471
H -1.475 2.455 4.471
H -2.748 0.698 0.830
H -3.079 2.246 0.933
H -3.733 1.216 2.187
C -1.076 3.833 -2.972
C -1.273 4.428 -1.654
O -1.042 3.613 -0.607
C -1.656 5.736 -1.351
H -0.915 2.784 -2.924
H -0.156 4.105 -3.355
H -1.916 3.970 -3.690
H -2.707 5.885 -1.688
H -1.035 6.174 -2.225
H -1.570 6.161 -0.307
C -2.470 -0.817 6.103
C -3.286 -1.230 4.879
O -4.491 -1.046 4.765
C -2.687 -2.041 3.632
H -1.754 -1.621 6.264
H -3.067 -0.773 6.967
H -2.034 0.306 5.964
H -1.969 -1.304 3.274
H -3.778 -2.247 3.015
H -2.189 -2.974 3.925
C 0.129 -5.188 3.957
C 1.415 -4.361 3.836
O 1.569 -3.488 2.953
C 2.686 -4.751 4.690
H 0.218 -6.236 3.995
H -0.506 -4.940 3.252
H -0.264 -5.072 4.938
H 2.279 -4.716 5.714
H 3.384 -3.906 4.615
H 3.112 -5.742 4.536
```

## Properties
* charge: +1
* Kohn-Sham gap: 6.11 eV
* strongest force on any atom: 0.188 Eh/bohr
* energy: -3421.66852 Ha
* multiplicity: 1
* LUMO energy: -4.08 eV